1.
12 unconnected molecules or ions with the total composition C28H55N7O5S5 in a non-equilibrium geometry. Source: the Open Molecules 2025 dataset; level of theory: the ωB97M-V functional and the def2-TZVPD basis.

Geometry as ORCA input:
```
! RIJCOSX wB97M-V def2-TZVPD def2/J DEFGRID3
* xyz 0 1
S -0.63616 4.22373 -4.60557
S 5.25838 2.18579 -3.37469
S 1.37882 -1.30429 -3.96187
S 0.20201 -5.48585 -0.78170
S -2.85776 3.55907 2.43754
O 6.41417 1.95109 -2.45870
O -0.03879 -6.81399 -0.16099
O -3.49584 4.89273 2.33093
O -1.32117 4.88895 -3.46977
O 1.03844 0.05216 -3.40295
N -5.67375 -2.48600 3.49867
N 2.71442 -3.09558 0.28067
N 5.66874 3.16040 1.33323
N -0.04719 0.22450 -0.82645
N -1.34486 0.20598 5.19636
N 2.43238 4.25632 -0.53869
N -2.92025 -2.29405 -2.05167
C -1.08282 -5.30943 -2.03739
C -0.89074 -0.40903 0.04029
C 0.90889 0.89857 -0.11932
C 2.38499 4.18799 0.59974
C -4.94891 -2.38205 -0.41142
C -0.14067 -1.85364 -4.77523
C 2.04201 -2.21875 2.63624
C -4.09782 -1.08818 2.83410
C 3.91204 1.21252 -2.62079
C -4.55692 -3.25395 3.28367
C -0.97671 2.47897 -4.41247
C 4.63423 3.81860 -2.95694
C 2.43173 -2.69658 1.31206
C 0.66826 0.70326 1.22006
C 5.10864 0.71597 0.62351
C -1.34961 -0.89791 5.52107
C -5.40194 -1.17072 3.24456
C -1.37707 -2.30896 5.83635
C -0.52209 -4.33829 0.38183
C 1.09518 4.10130 -4.10135
C -0.48244 -0.14030 1.32025
C -2.13334 3.17486 0.82215
C -3.56813 -2.40352 2.86173
C 2.33208 4.09410 2.05379
C -1.35612 3.73831 3.37719
C -3.80141 -2.31056 -1.31086
C 1.24991 -2.42620 -2.56234
C 5.44432 2.08630 0.98406
H -6.15609 -0.40913 3.33270
H -2.82746 3.51305 0.06332
H 4.80165 3.97930 -1.89433
H -2.55718 -2.68293 2.60266
H 1.68882 3.26224 2.33302
H 1.33691 5.02156 -3.57509
H -0.56634 -3.32311 -0.02960
H -0.85904 2.20785 -3.36243
H -1.87536 2.11698 0.81952
H 0.30002 -2.22315 -2.06265
H -0.57199 -2.87469 5.38008
H 3.35715 3.93019 2.37735
H -0.13781 -2.94321 -4.79766
H 2.09356 -1.13464 2.66614
H 1.89517 5.01105 2.44080
H 3.67431 1.74342 -1.70158
H -0.29641 1.87880 -5.01828
H 4.03031 0.55652 0.69056
H 3.57328 3.91363 -3.18241
H -1.21034 3.75695 0.80074
H -0.64232 4.41813 2.89238
H 1.21198 -3.44889 -2.93144
H 1.28314 1.08596 2.01978
H -5.26530 -1.37804 -0.12335
H 2.07931 -2.21196 -1.89835
H 3.09670 1.32322 -3.33032
H -4.67760 -2.84473 0.53979
H -1.56395 -4.61625 0.57062
H -0.09196 -1.52646 -5.81253
H -1.36090 -2.52951 6.90233
H 4.39427 0.25235 -2.48872
H -0.00803 -4.33877 1.33897
H -2.00372 2.23306 -4.68302
H 5.17983 4.55183 -3.54778
H 1.73004 1.41633 -0.58434
H 5.57838 0.05578 1.35342
H -5.77524 -2.90721 -0.88159
H -4.61117 -4.32171 3.40533
H 5.43938 0.46982 -0.38065
H 2.66386 -2.71323 3.37823
H 0.99108 -2.47489 2.77307
H -0.98260 -1.42497 -4.23959
H -1.65114 4.26362 4.28678
H -6.56755 -2.86971 3.74259
H -2.33458 -2.68657 5.46648
H -1.76805 -0.93897 -0.28591
H -1.02030 -6.16355 -2.70026
H -0.86663 -0.41158 2.28754
H 1.73485 3.82342 -4.93775
H -0.83095 2.81479 3.61434
H 1.19444 3.31401 -3.34663
H 0.00315 0.11803 -1.84213
H -0.91290 -4.33919 -2.50931
H -3.57838 -0.19241 2.53955
H -2.05743 -5.22602 -1.55924
*
```

Lowest unoccupied orbital energy   0.021 eV
Highest occupied orbital energy   -0.310 Ha
Molar mass   730.127 Da


2.
C5H8N4 in the gas phase in a non-equilibrium geometry. Source: the Open Molecules 2025 dataset; level of theory: the ωB97M-V functional and the def2-TZVPD basis.

Geometry as ORCA input:
```
! RIJCOSX wB97M-V def2-TZVPD def2/J DEFGRID3
* xyz 0 1
N 2.46130 0.37139 0.37633
N -1.68065 -1.05652 -0.02492
N 1.44846 1.40159 0.01919
N -0.53219 -1.69502 -0.12504
C -0.07226 0.38288 0.00471
C 0.51115 -0.86121 -0.17757
C -2.51620 1.27314 0.07472
C 1.97335 -1.01782 -0.10903
C -1.43568 0.26577 -0.04262
H 2.21690 -1.87205 0.45704
H -3.11679 1.18746 -0.85920
H -0.49851 -2.71294 -0.14503
H 2.50543 0.45278 1.45258
H -3.06551 1.23665 1.04060
H 2.46101 -1.30810 -1.00942
H -2.26097 2.28429 0.00666
H 1.60117 1.66770 -0.93901
*
```

Lowest unoccupied orbital energy   0.844 eV
Highest occupied orbital energy   -0.324 Ha
SMILES string   Cc1n[nH]c2c1NNC2
Molar mass   124.147 Da


3.
9 unconnected molecules or ions with the total composition C19H38Cl8O15 in a non-equilibrium geometry. Source: the Open Molecules 2025 dataset; level of theory: the ωB97M-V functional and the def2-TZVPD basis.

Geometry as ORCA input:
```
! RIJCOSX wB97M-V def2-TZVPD def2/J DEFGRID3
* xyz 0 1
Cl 11.83412 13.07426 10.95400
Cl 13.95524 11.21214 13.51550
Cl 7.24230 12.03094 14.69456
Cl 9.62738 11.18390 11.30774
Cl 9.80826 8.73676 14.65589
Cl 8.27230 7.84478 12.33047
Cl 9.60391 11.90610 16.38318
Cl 12.81450 13.29869 15.14309
O 16.45726 12.06419 19.30241
O 13.23933 7.10815 10.59890
O 14.73962 11.92596 17.77595
O 15.79578 17.21514 18.85318
O 13.91114 16.53023 17.92482
O 11.87117 9.26593 17.18431
O 14.84100 15.28679 19.48196
O 17.96160 9.68200 16.46142
O 19.11026 10.85077 18.01734
O 13.56679 8.93483 18.67398
O 11.99575 6.89108 8.89416
O 17.54305 9.36481 18.64484
O 16.71962 13.05382 17.40311
O 11.90338 8.81520 10.09678
O 13.84475 8.28789 16.59429
C 12.37383 7.74248 9.85763
C 8.81213 12.74953 15.03717
C 11.07212 7.47916 7.93522
C 14.90781 16.37524 18.73341
C 16.05226 15.15475 20.29604
C 11.24328 11.51639 11.71813
C 19.78936 11.54075 16.92373
C 12.95089 8.83419 17.44473
C 16.38012 13.36696 15.98031
C 13.20477 11.55481 15.08814
C 15.66319 11.33846 20.24703
C 13.26736 8.09294 15.30757
C 16.73179 8.21193 18.27240
C 8.26590 8.69580 13.89739
C 13.77215 7.91656 11.71091
C 18.21329 9.93370 17.60725
C 12.62981 9.36924 19.68141
C 15.86787 12.34840 18.09956
C 13.79460 17.57228 16.99677
H 12.95724 8.24938 12.37441
H 8.69232 13.81953 15.32202
H 14.40389 7.19142 12.29699
H 11.45964 7.34757 6.92249
H 7.59924 8.20150 14.54824
H 19.28118 11.14716 15.99114
H 12.18628 11.07791 15.12763
H 12.24272 10.32541 19.31580
H 15.31893 13.47350 15.91272
H 12.50884 7.32840 15.37201
H 14.65216 17.54944 16.38941
H 15.53808 10.23603 19.99752
H 15.95597 14.15668 20.65121
H 16.96935 15.19216 19.64631
H 11.08586 8.55849 8.16257
H 15.73099 8.52567 18.10526
H 20.85702 11.28245 16.92483
H 16.75908 12.54258 15.39780
H 9.44658 12.72702 14.16978
H 16.28113 11.42528 21.11529
H 13.27834 9.45862 20.49510
H 16.89240 14.32517 15.78363
H 13.63963 18.51477 17.52916
H 19.78144 12.59909 17.17046
H 8.05452 9.71760 13.71571
H 13.90208 11.28747 15.89737
H 16.82740 7.67833 19.21334
H 14.71146 11.87282 20.40410
H 11.81636 8.61279 19.75742
H 11.39926 11.64602 12.83028
H 11.88004 10.73936 11.38599
H 16.06117 15.94620 21.11020
H 14.04079 7.60496 14.68127
H 12.86183 17.41135 16.42481
H 14.37116 8.75540 11.35770
H 12.85400 8.99191 14.79443
H 10.07951 7.10535 8.04690
H 17.08963 7.64339 17.41170
*
```

Lowest unoccupied orbital energy   0.515 eV
Highest occupied orbital energy   -0.386 Ha
SMILES string   COC(=O)OC.COC(=O)OC.COC(=O)OC.COC(=O)OC.COC(=O)OC.ClCCl.ClCCl.ClCCl.ClCCl
Molar mass   790.122 Da


4.
A molecular structure, C48H54I2MgN4OTe. Source: the Open Molecules 2025 dataset; level of theory: the ωB97M-V functional and the def2-TZVPD basis.

Geometry as ORCA input:
```
! RIJCOSX wB97M-V def2-TZVPD def2/J DEFGRID3
* xyz -2 1
I -1.44722 4.73680 0.35439
I -1.04677 4.57976 -5.59036
Te -3.40063 0.11391 -0.53954
Mg 0.23182 -0.29047 -0.14941
O -0.60454 1.63956 -0.12406
N 0.13658 -0.27780 2.10778
N 0.22295 0.38208 -2.26978
N 2.33609 -0.38832 0.13543
N -0.64872 -1.90625 -0.66123
C 2.81654 -3.36814 -0.13975
C -0.38853 2.22686 -3.71706
C 4.33210 0.08782 -3.54290
C -1.03176 3.62394 -1.35906
C 0.58794 2.35531 4.91460
C -2.55873 -5.46395 -1.89065
C -2.97118 -4.20685 -2.35158
C 4.71737 -1.12261 3.53157
C 1.12343 -0.58949 2.86201
C 0.51181 -0.34742 -3.31911
C -0.04123 1.42828 -4.82717
C -1.20408 -3.00046 -1.05446
C -4.22530 1.83165 0.44939
C 3.92166 1.18728 -2.80338
C -0.02509 2.42947 3.50853
C -0.64878 2.29170 -1.21785
C 5.28774 -0.93293 2.26336
C -3.25235 -0.43066 3.62184
C 2.83703 2.23434 -0.78903
C -3.32911 -2.88241 2.11766
C -3.37996 0.84980 4.13176
C 4.07900 -1.17776 -3.05898
C 3.34919 -1.02386 3.62370
C -1.05025 0.09457 2.82060
C -2.10545 -0.82816 2.94922
C -2.33945 -3.04409 -1.97625
C 3.85043 2.59533 0.30295
C -1.13024 1.37614 3.38711
C 4.51897 -0.67584 1.16191
C 1.09564 2.51494 2.47454
C 3.28062 1.02041 -1.58707
C 3.42177 -1.40625 -1.84506
C -5.34059 -0.77751 -0.73961
C -0.80569 -4.34126 -0.63153
C -0.25923 1.62895 -2.45009
C 3.24690 -2.90215 -1.52919
C 3.03543 -0.28090 -1.09375
C 2.51773 -0.76202 2.52252
C -0.83763 3.57459 -3.76116
C -1.13074 4.25151 -2.61162
C -1.97867 -2.24844 2.44118
C 0.38979 0.14513 -4.62818
C -2.32536 1.73199 4.01507
C 3.08562 -0.58577 1.21712
C 2.28352 -3.54088 -2.53831
C 2.57411 3.46941 -1.64831
C -1.23225 -3.10942 3.46306
C -1.45411 -5.48667 -1.02985
H 2.04827 4.21837 -1.05425
H 0.83759 -1.35648 -3.11992
H 1.25857 -3.25870 -2.29729
H 0.64370 -0.49595 -5.46207
H 1.82534 -2.99254 0.10974
H -1.45078 5.28358 -2.65643
H 1.90587 1.96593 -0.28561
H 2.86925 -1.14641 4.59068
H 1.30543 3.16728 5.05895
H 0.03774 -4.40877 0.05048
H 0.93258 -0.67538 3.94005
H 1.12318 1.41199 5.04450
H -3.92358 -2.22546 1.48456
H 2.50381 -3.25850 -3.56997
H -3.81824 -4.14557 -3.03440
H -5.72496 -1.03388 0.24487
H 2.33119 -4.62827 -2.46261
H -3.90207 -3.11019 3.02477
H 3.55432 3.52600 0.79277
H 0.72494 2.37882 1.46447
H -0.13228 1.83424 -5.82689
H -1.11745 -4.12379 3.07582
H 4.09497 2.18375 -3.18932
H -2.68381 -2.08817 -2.36673
H 2.75802 -4.45927 -0.16046
H -6.02264 -0.09632 -1.24295
H -1.78340 -3.15898 4.40877
H 1.88746 1.79026 2.65821
H -3.17281 -3.81001 1.56967
H -4.07130 -1.13172 3.71910
H -1.39929 -2.22423 1.51052
H 3.52613 -3.08797 0.63662
H 4.39999 -2.03879 -3.63765
H -2.41232 2.73160 4.42755
H 3.92629 1.82182 1.06343
H -4.29655 1.15644 4.62149
H 5.32818 -1.32470 4.40156
H -5.23058 -1.68516 -1.32760
H 4.84262 2.73992 -0.13537
H 4.99913 -0.54242 0.20233
H 1.54490 3.51030 2.54182
H -1.09899 -6.44479 -0.65175
H 4.83498 0.22145 -4.49364
H -0.17501 2.41989 5.69239
H 1.96429 3.24637 -2.52305
H -0.23693 -2.71576 3.67334
H -4.59524 2.57054 -0.25794
H -3.43922 2.26847 1.05816
H 3.51054 3.91927 -1.99157
H 6.36523 -0.99173 2.14546
H -0.56451 3.38234 3.44712
H 4.24688 -3.31978 -1.71255
H -3.06202 -6.37375 -2.19399
H -5.02971 1.49168 1.09910
*
```

Lowest unoccupied orbital energy   3.341 eV
Highest occupied orbital energy   0.004 Ha
Molar mass   1108.700 Da


5.
C2HBrF2S in the gas phase in a non-equilibrium geometry. Source: the Open Molecules 2025 dataset; level of theory: the ωB97M-V functional and the def2-TZVPD basis.

Geometry as ORCA input:
```
! RIJCOSX wB97M-V def2-TZVPD def2/J DEFGRID3
* xyz 0 1
Br -2.98474 0.23118 -0.00010
S -0.23617 -1.05624 -0.32313
F 2.34839 -1.10614 -0.12922
F 1.45791 0.82186 0.34715
C -1.11506 0.31214 -0.05608
C 1.23637 -0.50200 0.32462
H -0.70669 1.29920 -0.16324
*
```

Lowest unoccupied orbital energy (alpha / beta)   -0.614 / -0.346 eV
Highest occupied orbital energy (alpha / beta)   -0.313 / -0.301 Ha
Molar mass   174.997 Da


6.
A molecular structure, C31H58BrCaN4OP3 in a non-equilibrium geometry. Source: the Open Molecules 2025 dataset; level of theory: the ωB97M-V functional and the def2-TZVPD basis.

Geometry as ORCA input:
```
! RIJCOSX wB97M-V def2-TZVPD def2/J DEFGRID3
* xyz 2 1
Br -0.90548 0.19861 -0.52962
Ca -0.59087 -2.08774 1.41401
P 0.06264 0.33847 3.63299
P -4.07135 -1.24662 -1.33153
P 1.16280 2.10252 -3.15210
O 0.55613 -0.78770 2.74188
N -1.60367 0.41038 3.52362
N 5.86997 -4.34799 0.58638
N 0.58089 0.09612 5.19008
N 0.64888 1.78689 3.13960
C 3.11720 -3.82667 0.94742
C -5.35164 1.13966 -0.47927
C 0.87792 1.16939 -5.82809
C -4.36132 -3.62315 -0.10511
C 0.12184 1.63238 -4.58276
C -2.40144 -0.75909 3.94326
C 1.63926 0.95371 5.74724
C 3.42656 3.65022 -2.41673
C -3.37288 -2.44692 -0.16300
C 3.69007 -3.99941 -0.33760
C 1.68983 -3.48565 1.10191
C 1.45997 1.97431 1.93642
C 3.98299 -3.99132 2.04886
C -3.05691 -1.33773 -2.84148
C 2.53793 3.22563 -3.59678
C 1.24452 -0.68950 -2.89764
C 2.26970 0.43507 -1.02071
C 0.13684 4.65708 -2.33878
C -2.23988 1.33915 2.57832
C 1.12373 -1.83829 -2.14923
C 1.56807 0.53540 -2.25634
C 0.13112 3.14772 -2.08678
C 5.06222 -4.22424 -0.47220
C 0.99129 -2.97920 0.00173
C 2.23584 -0.75629 -0.28720
C 0.24387 3.03869 3.78579
C -3.84064 -0.92608 -4.09764
C 5.34464 -4.24197 1.80718
C 1.47805 -1.84200 -0.78906
C -3.99411 0.50873 -0.81327
C 0.50806 -1.26490 5.74439
H 4.08275 2.83624 -2.07144
H -3.27169 0.60805 0.01306
H 2.16850 0.40153 6.53082
H -0.16146 4.91127 -3.36297
H 2.36553 1.24223 4.96809
H 1.63638 1.88406 -6.17629
H 5.50298 -4.33908 -1.46206
H -0.53665 2.49452 -4.83233
H -2.44034 2.31550 3.06131
H 0.19485 -3.58374 -0.49958
H 1.10717 5.12644 -2.15159
H 6.02178 -4.37969 2.65557
H 0.96995 -0.70417 -3.96057
H -0.53846 -1.59302 5.81104
H 1.55358 1.02501 1.39429
H -3.18026 0.90903 2.22991
H -5.39574 -3.26122 -0.06091
H 2.46627 2.34714 2.20274
H 2.70239 -0.80603 0.69791
H 0.98099 2.70803 1.26694
H 3.14709 2.75631 -4.38702
H 4.07807 4.47465 -2.74572
H -0.58503 5.13521 -1.67024
H -1.62477 1.46770 1.67536
H -2.38065 -2.76578 -0.53228
H -2.70724 -2.37685 -2.94251
H -2.18144 -0.69414 -2.66845
H -6.01864 1.05080 -1.34365
H 1.35524 0.20036 -5.66242
H 2.78438 1.32294 -0.61615
H 1.13005 3.56020 4.16870
H -4.05040 0.15025 -4.12146
H -5.83931 0.67543 0.38545
H 2.08023 4.12877 -4.02752
H -4.17877 -4.23164 0.78286
H -3.56399 1.04887 -1.67100
H 0.71048 -2.75492 -2.56488
H 1.21740 1.87064 6.18338
H -2.07566 -1.71770 3.46763
H 3.09064 -3.93746 -1.24088
H 0.93859 -1.24358 6.75275
H -5.22715 2.20722 -0.26440
H -0.44718 2.85986 4.61651
H 3.60467 -3.88796 3.06195
H 0.44545 2.89853 -1.06379
H 0.14626 1.03934 -6.63514
H -3.26802 -1.17175 -4.99965
H -2.36513 -0.88144 5.04048
H -3.44081 -0.59033 3.63415
H 1.18368 -3.98904 1.96304
H -0.54335 0.81824 -4.25472
H 2.85701 4.03008 -1.55372
H -4.28431 -4.27027 -0.98659
H -0.89015 2.75272 -2.19296
H -3.31456 -1.95672 0.82463
H 1.06986 -1.99103 5.13862
H -4.79737 -1.46019 -4.15924
H -0.25634 3.69290 3.05679
*
```

Lowest unoccupied orbital energy   -6.946 eV
Highest occupied orbital energy   -0.432 Ha
Molar mass   715.736 Da


Q: The lowest molar mass belongs to which entry?
A: C5H8N4